Density functional theory data (ωB97M-V/def2-TZVPD) for a structure of composition C23H35BIrN12STe.

HOMO-LUMO gap   6.60 eV
Max |F|   0.02546 Eh/bohr
Charge   +1
HOMO   -10.41 eV

Element x y z (Å)
Ir  0.065  -0.336  0.016
C  2.428  0.196  2.715
C  0.978  0.043  3.050
C  0.416  -0.014  4.325
C  -0.943  -0.142  4.126
N  -1.169  -0.153  2.807
N  -0.003  -0.039  2.134
B  -2.445  -0.058  1.954
N  -2.340  1.244  1.084
C  -2.996  2.408  1.214
C  -2.698  3.199  0.126
C  -1.827  2.429  -0.655
C  -1.280  2.774  -2.003
N  -1.600  1.256  -0.053
N  -2.484  -1.280  0.992
C  -3.482  -2.167  0.879
C  -3.297  -2.893  -0.272
C  -2.127  -2.393  -0.848
C  -1.541  -2.814  -2.148
N  -1.636  -1.427  -0.061
N  -3.711  -0.036  2.770
C  -4.957  0.335  2.366
C  -5.858  -0.159  3.267
C  -5.075  -0.866  4.210
C  -5.538  -1.644  5.398
N  -3.796  -0.801  3.894
H  3.026  -0.039  3.592
H  2.678  1.224  2.432
H  2.730  -0.458  1.903
H  0.936  0.040  5.265
H  -1.761  -0.252  4.814
H  -3.615  2.607  2.072
H  -3.073  4.185  -0.087
H  -1.367  3.845  -2.180
H  -1.846  2.258  -2.779
H  -0.240  2.469  -2.127
H  -4.261  -2.218  1.622
H  -3.921  -3.679  -0.660
H  -1.686  -3.883  -2.296
H  -0.479  -2.601  -2.198
H  -2.042  -2.292  -2.967
H  -5.117  0.905  1.466
H  -6.927  -0.031  3.263
H  -6.530  -1.322  5.709
H  -4.849  -1.521  6.231
H  -5.588  -2.708  5.162
C  1.919  4.894  0.543
C  2.733  3.816  -0.062
N  3.912  3.937  -0.581
N  4.223  2.691  -1.026
C  3.274  1.789  -0.800
S  3.291  0.145  -1.229
N  2.312  2.501  -0.159
N  1.117  1.966  0.304
H  2.533  5.786  0.633
H  1.559  4.606  1.531
H  1.056  5.124  -0.084
H  5.108  2.518  -1.478
H  1.090  1.920  1.320
H  0.345  2.534  -0.031
C  0.224  -4.270  0.415
C  1.254  -3.343  -0.230
C  2.635  -4.001  -0.144
C  1.314  -1.975  0.457
H  0.139  -5.206  -0.141
H  -0.768  -3.823  0.474
H  0.535  -4.514  1.434
H  1.031  -3.222  -1.292
H  2.942  -4.111  0.899
H  3.390  -3.404  -0.660
H  2.622  -4.993  -0.599
H  2.324  -1.592  0.310
H  1.183  -2.141  1.531
Te  0.995  -0.325  -2.387